[1]
{"formula": "C26H48AlN4O5P2Si", "method": "ωB97M-V/def2-TZVPD", "elements": ["Al", "C", "Si", "C", "N", "C", "C", "C", "C", "C", "C", "C", "C", "C", "C", "C", "C", "C", "C", "C", "C", "C", "H", "H", "H", "H", "H", "H", "H", "H", "H", "H", "H", "H", "H", "H", "H", "H", "H", "H", "H", "H", "H", "H", "H", "H", "N", "C", "P", "O", "O", "C", "N", "H", "H", "H", "H", "H", "H", "H", "H", "H", "H", "N", "C", "C", "O", "O", "H", "H", "H", "H", "H", "C", "P", "C", "C", "O", "H", "H", "H", "H", "H", "H", "H", "H", "H"], "xyz": [[0.666, -0.152, 0.236], [-0.291, 1.301, -0.675], [-2.108, 0.790, -0.753], [-2.128, -0.518, 0.645], [-0.958, -1.447, 0.519], [-0.823, -2.299, 1.750], [-1.787, -3.474, 1.801], [-1.580, -4.431, 0.612], [-0.730, -3.759, -0.465], [-1.219, -2.336, -0.675], [-2.582, 0.030, -2.384], [-1.728, 0.028, -3.488], [-2.086, -0.599, -4.673], [-3.314, -1.240, -4.773], [-4.185, -1.239, -3.691], [-3.820, -0.608, -2.511], [-3.211, 2.199, -0.246], [-3.033, 2.813, 0.999], [-3.809, 3.894, 1.383], [-4.786, 4.383, 0.523], [-4.978, 3.789, -0.714], [-4.195, 2.706, -1.095], [-0.392, 2.195, -0.049], [0.058, 1.617, -1.664], [-3.056, -1.095, 0.677], [-2.048, 0.002, 1.604], [-0.973, -1.648, 2.607], [0.208, -2.662, 1.800], [-2.814, -3.109, 1.838], [-1.621, -3.987, 2.749], [-2.546, -4.684, 0.173], [-1.133, -5.371, 0.930], [-0.830, -4.305, -1.405], [0.330, -3.768, -0.201], [-2.299, -2.372, -0.842], [-0.794, -1.867, -1.559], [-0.772, 0.541, -3.439], [-1.421, -0.573, -5.527], [-3.600, -1.724, -5.697], [-5.149, -1.723, -3.771], [-4.519, -0.610, -1.680], [-2.272, 2.443, 1.684], [-3.665, 4.358, 2.351], [-5.397, 5.225, 0.820], [-5.739, 4.167, -1.384], [-4.355, 2.255, -2.067], [5.977, 1.067, 2.209], [5.212, 1.007, 0.912], [3.446, 1.447, 1.303], [3.416, 1.401, 2.794], [2.544, 0.593, 0.443], [3.209, 3.168, 0.675], [1.771, 3.382, 0.350], [6.599, 0.267, 2.339], [5.252, 1.081, 2.960], [6.546, 1.911, 2.292], [5.227, -0.021, 0.556], [5.700, 1.635, 0.170], [3.796, 3.334, -0.228], [3.510, 3.895, 1.428], [1.175, 3.146, 1.177], [1.445, 2.730, -0.380], [1.584, 4.339, 0.043], [0.241, 2.064, 5.135], [0.470, 0.798, 4.365], [0.507, 1.145, 2.876], [0.531, 2.347, 2.575], [0.544, 0.140, 2.118], [-0.720, 2.144, 5.474], [0.403, 2.833, 4.459], [0.865, 2.162, 5.937], [-0.317, 0.083, 4.588], [1.435, 0.379, 4.638], [3.418, -0.836, -2.679], [2.348, -2.040, -1.897], [1.374, -2.808, -3.178], [3.372, -3.282, -1.123], [1.446, -1.361, -0.867], [4.061, -1.316, -3.417], [4.035, -0.352, -1.923], [2.808, -0.082, -3.178], [2.026, -3.208, -3.955], [0.701, -2.070, -3.619], [0.782, -3.621, -2.760], [4.002, -3.765, -1.871], [2.741, -4.039, -0.657], [4.006, -2.831, -0.360]], "lowdin_charge": [0.0728, -0.2033, 0.6747, -0.1775, -0.1933, -0.1666, -0.1424, -0.1567, -0.1782, -0.1544, -0.2748, -0.1119, -0.0751, -0.0551, -0.0536, -0.0991, -0.2472, -0.1178, -0.0802, -0.0596, -0.0541, -0.0743, 0.0096, 0.0342, 0.1059, 0.0866, 0.1064, 0.1293, 0.1165, 0.1235, 0.1223, 0.1191, 0.1202, 0.0940, 0.1294, 0.0912, 0.0886, 0.1094, 0.1162, 0.1167, 0.1147, 0.0785, 0.1036, 0.1157, 0.1170, 0.1033, 0.1564, -0.1460, 0.5128, -0.2979, -0.2400, -0.1555, 0.1444, 0.1773, 0.1261, 0.1774, 0.1032, 0.1144, 0.1148, 0.1201, 0.1021, 0.1057, 0.1838, 0.2174, -0.0055, -0.5627, 0.0092, 0.0453, 0.1840, 0.1563, 0.1822, 0.1475, 0.1469, -0.1329, 0.6796, -0.1201, -0.1302, -0.2529, 0.0796, 0.0429, 0.0744, 0.0844, 0.0656, 0.0560, 0.0813, 0.0669, 0.0616], "orbital_gap_ev": 7.74, "e_homo_ev": -15.1, "max_force_ev_per_a": 0.29, "de_lowest_kcal_mol": 0.6, "total_charge": 3}

[2]
{"formula": "C50H85BFIN6O5S2", "method": "ωB97M-V/def2-TZVPD", "elements": ["C", "C", "C", "C", "C", "C", "C", "C", "C", "C", "O", "C", "O", "S", "O", "O", "C", "C", "C", "C", "C", "C", "C", "C", "C", "B", "C", "O", "C", "I", "C", "C", "C", "F", "C", "S", "H", "H", "H", "H", "H", "H", "H", "H", "H", "H", "H", "H", "H", "H", "H", "H", "H", "H", "H", "H", "H", "H", "H", "H", "H", "H", "H", "H", "H", "H", "H", "H", "H", "H", "H", "H", "H", "H", "H", "H", "H", "H", "H", "C", "C", "C", "C", "N", "H", "H", "H", "H", "H", "H", "H", "C", "C", "C", "C", "N", "H", "H", "H", "H", "H", "H", "H", "C", "C", "C", "C", "N", "H", "H", "H", "H", "H", "H", "H", "C", "C", "C", "C", "N", "H", "H", "H", "H", "H", "H", "H", "C", "C", "C", "C", "N", "H", "H", "H", "H", "H", "H", "H", "C", "C", "C", "C", "N", "H", "H", "H", "H", "H", "H", "H"], "xyz": [[4.479, -4.948, 2.777], [2.993, -4.272, 2.891], [2.065, -4.887, 1.754], [1.756, -4.052, 0.445], [1.450, -2.475, 0.559], [2.945, -1.818, 0.355], [3.090, -0.352, 0.996], [3.967, -0.325, 2.368], [5.518, -0.479, 1.959], [6.242, 0.907, 1.589], [6.091, 1.280, 0.179], [5.632, 2.664, 0.075], [1.107, -1.989, 1.881], [-0.435, -2.301, 2.383], [-0.804, -3.745, 2.565], [-0.539, -1.744, 3.802], [-1.524, -1.367, 1.167], [-3.026, -1.805, 1.517], [-3.807, -0.850, 2.536], [-3.860, -1.271, 4.055], [-4.647, -0.406, 5.085], [-5.428, 0.904, 4.683], [-5.349, 1.333, 3.175], [-4.566, 0.449, 2.165], [-4.570, 0.970, 0.629], [-1.194, 0.219, 1.326], [-1.179, 1.074, 2.738], [-0.811, 1.115, 0.231], [-1.133, -1.980, -0.311], [-1.968, -4.050, -0.547], [-1.976, -1.253, -1.512], [-1.801, -2.001, -2.954], [-1.513, -0.836, -4.065], [-3.033, -2.621, -3.406], [0.437, -2.074, -0.634], [1.075, -0.663, -1.729], [4.523, -5.972, 3.312], [5.298, -4.266, 3.194], [4.691, -5.188, 1.665], [2.601, -4.622, 3.923], [3.112, -3.145, 2.923], [2.631, -5.833, 1.382], [1.143, -5.347, 2.283], [0.935, -4.644, -0.121], [2.679, -4.172, -0.249], [3.330, -1.930, -0.710], [3.672, -2.478, 0.976], [3.723, 0.264, 0.243], [2.102, 0.229, 1.093], [3.607, -1.077, 3.146], [3.835, 0.726, 2.805], [5.611, -1.145, 1.016], [6.165, -0.972, 2.774], [5.954, 1.787, 2.260], [7.374, 0.750, 1.747], [5.449, 2.967, -1.026], [4.609, 2.811, 0.600], [6.425, 3.358, 0.553], [-3.725, -1.872, 0.597], [-3.110, -2.860, 1.987], [-3.352, -2.221, 4.421], [-4.743, -0.689, 6.198], [-6.021, 1.503, 5.457], [-5.910, 2.275, 2.855], [-5.586, 1.368, 0.299], [-3.840, 1.869, 0.582], [-4.178, 0.164, -0.092], [-1.708, 0.539, 3.593], [-0.113, 1.327, 3.071], [-1.720, 2.084, 2.566], [-0.059, 1.662, 0.572], [-1.692, -0.175, -1.703], [-3.105, -1.276, -1.331], [-0.889, -2.678, -3.005], [-0.398, -0.629, -4.170], [-2.115, 0.118, -3.811], [-1.901, -1.288, -5.054], [0.516, -2.959, -1.381], [1.363, 0.440, -0.949], [-0.114, -1.846, 7.162], [0.325, -0.525, 7.780], [0.074, -0.453, 9.288], [-1.355, -0.504, 9.617], [-2.476, -0.552, 9.873], [-1.192, -1.999, 7.267], [0.120, -1.859, 6.095], [0.400, -2.689, 7.634], [-0.190, 0.298, 7.274], [1.396, -0.392, 7.596], [0.493, 0.482, 9.672], [0.601, -1.268, 9.793], [0.620, 2.697, -5.859], [0.782, 2.431, -7.352], [-0.477, 1.855, -8.000], [-0.820, 0.531, -7.472], [-1.091, -0.505, -7.049], [0.426, 1.773, -5.306], [1.532, 3.140, -5.455], [-0.206, 3.389, -5.673], [1.628, 1.753, -7.506], [1.033, 3.371, -7.848], [-0.314, 1.776, -9.079], [-1.317, 2.541, -7.856], [-3.772, -3.015, -7.396], [-4.243, -4.185, -8.251], [-3.876, -4.034, -9.729], [-4.545, -2.888, -10.354], [-5.065, -1.984, -10.840], [-4.249, -2.079, -7.701], [-4.026, -3.189, -6.347], [-2.689, -2.888, -7.467], [-5.326, -4.299, -8.142], [-3.786, -5.103, -7.869], [-4.165, -4.946, -10.260], [-2.792, -3.935, -9.836], [-2.288, 5.859, -11.407], [-2.680, 4.974, -10.229], [-1.838, 5.232, -8.978], [-0.424, 4.895, -9.180], [0.686, 4.637, -9.343], [-1.260, 5.669, -11.726], [-2.942, 5.661, -12.259], [-2.378, 6.917, -11.148], [-2.600, 3.923, -10.527], [-3.731, 5.158, -9.988], [-2.233, 4.628, -8.155], [-1.930, 6.279, -8.675], [-4.650, 6.289, 5.836], [-5.959, 5.617, 5.439], [-5.754, 4.322, 4.652], [-5.105, 4.553, 3.358], [-4.589, 4.744, 2.347], [-4.073, 6.592, 4.958], [-4.851, 7.187, 6.426], [-4.032, 5.618, 6.439], [-6.563, 6.320, 4.856], [-6.524, 5.389, 6.348], [-6.729, 3.853, 4.482], [-5.163, 3.616, 5.242], [8.439, -2.511, 5.055], [9.148, -1.504, 5.954], [8.439, -0.151, 6.015], [8.425, 0.530, 4.716], [8.409, 1.057, 3.693], [8.412, -2.170, 4.016], [8.964, -3.469, 5.075], [7.412, -2.679, 5.390], [10.178, -1.374, 5.606], [9.203, -1.918, 6.965], [8.952, 0.485, 6.743], [7.414, -0.282, 6.376]], "lowdin_charge": [-0.1295, -0.2311, -0.2065, -0.1435, -0.4128, -0.1495, -0.1954, -0.1696, -0.1603, -0.2429, -0.2515, -0.1324, -0.2137, 0.7839, -0.3409, -0.3220, -0.2965, -0.1868, -0.1293, -0.0071, -0.0593, -0.0612, -0.0317, -0.1507, -0.0569, -0.4049, -0.0273, 0.0162, -0.5943, 1.0913, -0.2150, -0.3704, -0.0933, -0.1160, -0.4864, 0.8262, 0.0783, 0.0589, 0.0728, 0.1167, 0.0666, 0.1143, 0.1110, 0.0760, 0.1336, 0.1109, 0.1109, 0.1124, 0.0916, 0.0972, 0.1081, 0.1234, 0.0977, 0.1148, 0.0860, 0.0972, 0.0911, 0.1014, 0.1047, 0.1057, 0.1015, 0.0886, 0.0790, 0.0736, 0.0840, 0.0910, 0.0583, 0.0553, 0.0837, 0.0903, 0.1062, 0.0870, 0.1033, 0.1066, 0.0415, 0.0963, 0.0466, 0.0825, -0.1064, -0.1033, -0.2657, -0.2000, -0.2371, 0.1372, 0.0741, 0.0472, 0.0772, 0.1128, 0.1070, 0.1147, 0.1189, -0.0972, -0.2719, -0.1909, -0.1872, 0.1664, 0.0597, 0.0744, 0.0743, 0.1178, 0.0421, 0.1205, 0.0990, -0.1178, -0.2691, -0.1983, -0.2373, 0.1361, 0.0728, 0.0693, 0.0601, 0.1116, 0.1079, 0.1151, 0.1205, -0.1089, -0.2611, -0.1841, -0.2114, 0.1715, 0.0738, 0.0750, 0.0771, 0.1134, 0.1118, 0.1090, 0.1250, -0.1105, -0.2619, -0.2145, -0.2540, 0.1578, 0.0728, 0.0728, 0.0777, 0.1131, 0.1100, 0.1175, 0.1042, -0.1136, -0.2657, -0.1884, -0.1967, 0.1685, 0.0675, 0.0741, 0.0750, 0.1140, 0.1091, 0.1186, 0.1215], "orbital_gap_ev": 8.56, "e_homo_ev": -8.6, "max_force_ev_per_a": 6.93, "smiles": "CCCC[C@]1(CCCCCOC)OS(=O)(=O)[C@@](Cc2ccccc2C)(B(C)O)[C@@](I)(C[C@H](C)F)[C@H]1S.CCCC#N.CCCC#N.CCCC#N.CCCC#N.CCCC#N.CCCC#N", "total_charge": 0}